[1]
Density functional theory data (ωB97M-V with the def2-TZVPD basis set) for a structure of composition C7H18CuO9 in a non-equilibrium geometry.

calculated total energy	-2595.09290	a.u.
multiplicity	1
E_LUMO	2.2	eV
E_HOMO	-2.842	eV
charge	-1
ΔE to the lowest compared entry with this formula, charge and spin	46.91	kcal/mol
orbital gap	5.05	eV

Last column: Löwdin charge in e.
Cartesian coordinates (Å):
Cu1 10.40 -18.98 -8.58  0.49
C1 10.81 -17.91 -11.01  -0.97
O1 11.56 -18.89 -10.57  -0.18
O2 10.53 -17.78 -12.23  -0.10
O3 10.28 -17.16 -10.08  -0.20
C2 10.94 -22.06 -11.15  -0.27
C3 12.34 -22.60 -11.56  -0.28
O4 12.91 -21.80 -12.54  -0.03
O5 10.11 -21.83 -12.26  -0.04
H1 11.06 -21.18 -10.51  0.08
H2 10.55 -22.86 -10.49  0.11
H3 12.07 -23.64 -11.84  0.10
H4 12.91 -22.66 -10.62  0.11
H5 13.78 -22.16 -12.75  0.08
H6 9.77 -22.68 -12.55  0.08
C4 7.03 -21.08 -10.55  -0.26
C5 7.85 -19.85 -10.27  -0.23
O6 7.31 -19.18 -9.12  -0.09
O7 6.92 -21.89 -9.40  -0.07
H7 7.47 -21.65 -11.37  0.11
H8 6.03 -20.80 -10.91  0.11
H9 7.90 -19.12 -11.08  0.14
H10 8.86 -20.24 -10.08  0.09
H11 7.57 -18.26 -9.21  0.08
H12 6.87 -21.33 -8.62  0.07
C6 13.17 -17.12 -6.14  -0.19
C7 11.74 -16.85 -5.74  -0.23
O8 10.89 -17.55 -6.66  -0.10
O9 13.50 -18.52 -5.85  -0.09
H13 13.87 -16.55 -5.54  0.12
H14 13.23 -17.07 -7.23  0.13
H15 11.57 -15.77 -5.80  0.12
H16 11.48 -17.18 -4.73  0.12
H17 10.03 -17.11 -6.61  0.10
H18 12.65 -18.98 -5.91  0.06

[2]
Density functional theory data (ωB97M-V with the def2-TZVPD basis set) for a cluster of 2 separate species, C7H18I2N2OS in total in a non-equilibrium geometry.

calculated total energy	-1455.68940	a.u.
multiplicity	1
E_LUMO	-0.9	eV
E_HOMO	-5.686	eV
charge	0
orbital gap	4.80	eV

Last column: Löwdin charge in e.
Cartesian coordinates (Å):
C1 3.94 1.12 0.68  -0.18
C2 2.79 0.22 0.25  -0.77
I1 1.79 1.11 -1.49  0.84
C3 3.22 -1.22 -0.20  -0.96
I2 2.56 -2.45 1.64  0.46
N1 4.45 -1.38 -0.71  -0.56
S1 5.75 -1.77 0.26  0.56
H1 3.62 1.75 1.51  0.07
H2 4.26 1.81 -0.11  0.05
H3 4.77 0.51 1.01  0.02
H4 2.02 0.18 1.01  -0.02
H5 2.50 -1.57 -0.95  0.01
H6 6.50 -0.65 0.23  -0.19
C4 -1.33 0.32 0.73  -0.04
C5 -2.20 1.09 -0.25  -0.31
C6 -3.70 0.82 -0.14  -0.19
O1 -4.03 -0.45 -0.65  -0.19
C7 -4.04 -1.53 0.29  -0.06
N2 -1.82 0.70 -1.65  0.20
H7 -1.27 -0.74 0.47  0.09
H8 -0.32 0.71 0.74  0.04
H9 -1.74 0.41 1.74  0.10
H10 -2.01 2.16 -0.15  0.16
H11 -4.24 1.55 -0.76  0.13
H12 -4.03 0.95 0.89  0.14
H13 -4.27 -1.17 1.29  0.10
H14 -3.09 -2.06 0.30  0.09
H15 -4.82 -2.22 -0.03  0.09
H16 -0.80 0.67 -1.77  -0.01
H17 -2.21 1.33 -2.35  0.17
H18 -2.22 -0.22 -1.83  0.16

[3]
Density functional theory data (ωB97M-V with the def2-TZVPD basis set) for a structure of composition C7H18IrN3O3S in a non-equilibrium geometry.

calculated total energy	-1169.42028	a.u.
multiplicity	1
E_LUMO	-8.2	eV
E_HOMO	-17.031	eV
charge	+2
ΔE to the lowest compared entry with this formula, charge and spin	15.78	kcal/mol
orbital gap	8.79	eV

Last column: Löwdin charge in e.
Cartesian coordinates (Å):
Ir1 -0.69 0.20 0.31  1.44
C1 -0.36 2.71 1.67  -0.10
C2 -0.69 1.60 2.70  -0.13
N1 -0.06 0.31 2.26  -0.17
C3 1.43 0.29 2.42  -0.12
C4 2.00 -0.51 1.26  -0.11
N2 1.29 -0.15 -0.02  -0.18
C5 1.87 1.02 -0.77  -0.12
C6 1.44 2.29 -0.07  -0.11
N3 -0.01 2.12 0.32  -0.15
H1 -1.22 3.36 1.55  0.14
H2 0.47 3.33 2.00  0.13
H3 -0.34 1.87 3.69  0.15
H4 -1.76 1.41 2.76  0.13
H5 -0.45 -0.46 2.81  0.16
H6 1.79 1.32 2.45  0.12
H7 1.70 -0.17 3.37  0.15
H8 3.08 -0.38 1.14  0.15
H9 1.81 -1.58 1.42  0.14
H10 1.37 -0.96 -0.63  0.15
H11 2.95 0.92 -0.85  0.15
H12 1.44 0.97 -1.77  0.14
H13 2.02 2.49 0.83  0.12
H14 1.55 3.16 -0.72  0.15
H15 -0.57 2.59 -0.39  0.14
C7 -4.68 -0.09 -0.48  -0.09
S1 -3.03 -0.57 -0.78  0.54
O1 -2.40 -0.96 0.56  -0.45
O2 -2.94 -1.56 -1.79  -0.21
O3 -2.18 0.69 -1.06  -0.45
H16 -5.20 -0.98 -0.14  0.10
H17 -5.09 0.24 -1.44  0.10
H18 -4.71 0.70 0.26  0.09

[4]
Density functional theory data (ωB97M-V with the def2-TZVPD basis set) for a cluster of 2 separate species, C7H18N3O2S in total in a non-equilibrium geometry.

calculated total energy	-990.03161	a.u.
multiplicity	1
E_LUMO	-2.7	eV
E_HOMO	-12.381	eV
charge	+1
ΔE to the lowest compared entry with this formula, charge and spin	63.50	kcal/mol
orbital gap	9.64	eV

Last column: Löwdin charge in e.
Cartesian coordinates (Å):
C1 1.22 -1.94 0.14  -0.20
C2 1.26 0.58 -3.48  -0.05
C3 -2.39 0.67 2.82  -0.05
C4 -2.76 0.36 0.30  -0.03
C5 1.96 1.18 -2.21  -0.18
C6 0.45 0.55 -0.48  -0.20
C7 -2.01 -0.08 1.56  -0.39
N1 2.37 -2.50 -0.35  0.14
N2 -0.11 0.97 0.56  -0.43
N3 0.80 -2.38 1.28  0.18
O1 1.00 1.58 -1.18  -0.13
O2 -0.60 -0.05 1.30  -0.18
S1 0.04 2.56 1.33  0.92
H1 0.19 0.90 -3.51  0.10
H2 1.84 0.86 -4.27  0.04
H3 1.26 -0.52 -3.41  0.07
H4 -1.58 0.68 3.49  0.05
H5 -2.58 1.79 2.68  0.10
H6 -3.24 0.30 3.39  0.09
H7 -3.85 0.03 0.32  0.13
H8 -2.40 -0.04 -0.56  0.04
H9 -2.80 1.43 0.24  0.07
H10 2.40 2.17 -2.56  0.14
H11 2.69 0.56 -1.78  0.09
H12 0.69 -1.11 -0.63  0.14
H13 -2.16 -1.24 1.65  0.17
H14 2.84 -2.08 -1.15  0.12
H15 2.89 -3.05 0.31  0.10
H16 0.02 -2.18 1.88  0.12
H17 1.47 -3.04 1.69  0.14
H18 1.09 3.03 0.63  -0.11

[5]
Density functional theory data (ωB97M-V with the def2-TZVPD basis set) for a cluster of 2 separate species, C7H18N4 in total in a non-equilibrium geometry.

calculated total energy	-495.81778	a.u.
multiplicity	1
E_LUMO	-8.4	eV
E_HOMO	-16.528	eV
charge	+2
ΔE to the lowest compared entry with this formula, charge and spin	76.64	kcal/mol
orbital gap	8.08	eV

Last column: Löwdin charge in e.
Cartesian coordinates (Å):
C1 -2.09 -0.68 0.24  -0.03
C2 -0.94 -1.26 -0.24  -0.33
C3 -2.76 0.43 -0.09  -0.13
C4 2.39 -0.87 0.71  0.00
C5 2.44 1.22 -0.75  0.00
C6 0.87 1.03 1.37  0.02
C7 1.72 0.36 0.33  -0.21
N1 -0.69 -2.48 0.10  0.23
N2 -3.86 0.86 0.41  0.23
N3 -0.38 0.64 -1.67  0.06
N4 0.03 -0.49 -0.93  -0.04
H1 -2.59 -1.35 0.98  0.15
H2 -2.49 0.96 -0.94  0.11
H3 1.58 -1.55 0.57  0.07
H4 3.29 -1.06 0.19  0.11
H5 2.60 -0.74 1.75  0.12
H6 3.49 1.32 -0.38  0.14
H7 2.16 2.24 -0.68  0.08
H8 2.38 0.92 -1.82  0.12
H9 0.33 1.76 0.92  0.06
H10 0.24 0.49 2.04  0.11
H11 1.64 1.32 2.01  0.12
H12 -1.46 -2.96 0.52  0.14
H13 0.18 -2.96 -0.18  0.16
H14 -4.39 1.60 0.13  0.11
H15 -4.36 0.38 1.10  0.13
H16 -0.50 0.54 -2.68  0.13
H17 0.29 1.44 -1.69  0.11
H18 0.86 -1.10 -1.31  0.20

[6]
Density functional theory data (ωB97M-V with the def2-TZVPD basis set) for a cluster of 3 separate species, C7H18N8 in total in a non-equilibrium geometry.

calculated total energy	-714.68080	a.u.
multiplicity	1
E_LUMO (spin up / spin down)	-8.3 / -8.3	eV
E_HOMO (spin up / spin down)	-14.615 / -14.615	eV
charge	+2
ΔE to the lowest compared entry with this formula, charge and spin	144.10	kcal/mol
orbital gap (spin up / spin down)	6.30 / 6.30	eV

Last column: Löwdin charge in e.
Cartesian coordinates (Å):
C1 -2.31 -3.25 -1.75  0.07
C2 -1.94 -1.80 -1.94  -0.29
C3 -1.54 -3.63 -0.75  -0.25
C4 -0.18 -2.46 0.83  0.08
C5 0.79 1.27 0.33  -0.10
C6 -2.51 -0.84 -2.92  -0.03
C7 -1.39 -4.94 -0.10  -0.03
N1 -1.04 -1.44 -1.09  0.09
N2 -0.76 -2.50 -0.27  -0.20
N3 -0.74 0.26 1.87  0.26
N4 -0.08 1.18 1.38  -0.03
N5 2.49 2.58 -0.57  0.12
N6 1.49 2.37 0.28  -0.05
N7 1.88 4.52 1.91  0.09
N8 3.35 4.52 1.73  0.08
H1 -2.89 -3.85 -2.53  0.17
H2 -0.05 -3.50 1.39  0.10
H3 0.68 0.51 -0.60  0.18
H4 -1.94 -1.01 -3.96  0.15
H5 -3.58 -1.11 -3.04  0.09
H6 -2.57 0.20 -2.58  0.07
H7 -0.29 -5.14 -0.14  0.12
H8 -1.99 -5.11 0.85  0.13
H9 -1.92 -5.67 -0.60  0.06
H10 -0.58 -0.75 1.48  0.03
H11 -0.15 2.03 1.95  0.17
H12 3.14 3.28 -0.41  0.07
H13 2.78 1.80 -1.20  0.16
H14 1.62 3.44 1.64  0.15
H15 1.46 5.24 1.36  0.15
H16 1.55 4.84 2.80  0.15
H17 3.51 3.69 2.39  0.15
H18 3.70 5.26 2.26  0.08

What did the sixth record say?
Density functional theory data (ωB97M-V with the def2-TZVPD basis set) for a cluster of 3 separate species, C7H18N8 in total in a non-equilibrium geometry.

calculated total energy	-714.68080	a.u.
multiplicity	1
E_LUMO (spin up / spin down)	-8.3 / -8.3	eV
E_HOMO (spin up / spin down)	-14.615 / -14.615	eV
charge	+2
ΔE to the lowest compared entry with this formula, charge and spin	144.10	kcal/mol
orbital gap (spin up / spin down)	6.30 / 6.30	eV

Last column: Löwdin charge in e.
Cartesian coordinates (Å):
C1 -2.31 -3.25 -1.75  0.07
C2 -1.94 -1.80 -1.94  -0.29
C3 -1.54 -3.63 -0.75  -0.25
C4 -0.18 -2.46 0.83  0.08
C5 0.79 1.27 0.33  -0.10
C6 -2.51 -0.84 -2.92  -0.03
C7 -1.39 -4.94 -0.10  -0.03
N1 -1.04 -1.44 -1.09  0.09
N2 -0.76 -2.50 -0.27  -0.20
N3 -0.74 0.26 1.87  0.26
N4 -0.08 1.18 1.38  -0.03
N5 2.49 2.58 -0.57  0.12
N6 1.49 2.37 0.28  -0.05
N7 1.88 4.52 1.91  0.09
N8 3.35 4.52 1.73  0.08
H1 -2.89 -3.85 -2.53  0.17
H2 -0.05 -3.50 1.39  0.10
H3 0.68 0.51 -0.60  0.18
H4 -1.94 -1.01 -3.96  0.15
H5 -3.58 -1.11 -3.04  0.09
H6 -2.57 0.20 -2.58  0.07
H7 -0.29 -5.14 -0.14  0.12
H8 -1.99 -5.11 0.85  0.13
H9 -1.92 -5.67 -0.60  0.06
H10 -0.58 -0.75 1.48  0.03
H11 -0.15 2.03 1.95  0.17
H12 3.14 3.28 -0.41  0.07
H13 2.78 1.80 -1.20  0.16
H14 1.62 3.44 1.64  0.15
H15 1.46 5.24 1.36  0.15
H16 1.55 4.84 2.80  0.15
H17 3.51 3.69 2.39  0.15
H18 3.70 5.26 2.26  0.08

Please write out number 2 again, unchanged.
Density functional theory data (ωB97M-V with the def2-TZVPD basis set) for a cluster of 2 separate species, C7H18I2N2OS in total in a non-equilibrium geometry.

calculated total energy	-1455.68940	a.u.
multiplicity	1
E_LUMO	-0.9	eV
E_HOMO	-5.686	eV
charge	0
orbital gap	4.80	eV

Last column: Löwdin charge in e.
Cartesian coordinates (Å):
C1 3.94 1.12 0.68  -0.18
C2 2.79 0.22 0.25  -0.77
I1 1.79 1.11 -1.49  0.84
C3 3.22 -1.22 -0.20  -0.96
I2 2.56 -2.45 1.64  0.46
N1 4.45 -1.38 -0.71  -0.56
S1 5.75 -1.77 0.26  0.56
H1 3.62 1.75 1.51  0.07
H2 4.26 1.81 -0.11  0.05
H3 4.77 0.51 1.01  0.02
H4 2.02 0.18 1.01  -0.02
H5 2.50 -1.57 -0.95  0.01
H6 6.50 -0.65 0.23  -0.19
C4 -1.33 0.32 0.73  -0.04
C5 -2.20 1.09 -0.25  -0.31
C6 -3.70 0.82 -0.14  -0.19
O1 -4.03 -0.45 -0.65  -0.19
C7 -4.04 -1.53 0.29  -0.06
N2 -1.82 0.70 -1.65  0.20
H7 -1.27 -0.74 0.47  0.09
H8 -0.32 0.71 0.74  0.04
H9 -1.74 0.41 1.74  0.10
H10 -2.01 2.16 -0.15  0.16
H11 -4.24 1.55 -0.76  0.13
H12 -4.03 0.95 0.89  0.14
H13 -4.27 -1.17 1.29  0.10
H14 -3.09 -2.06 0.30  0.09
H15 -4.82 -2.22 -0.03  0.09
H16 -0.80 0.67 -1.77  -0.01
H17 -2.21 1.33 -2.35  0.17
H18 -2.22 -0.22 -1.83  0.16

What did the third record say?
Density functional theory data (ωB97M-V with the def2-TZVPD basis set) for a structure of composition C7H18IrN3O3S in a non-equilibrium geometry.

calculated total energy	-1169.42028	a.u.
multiplicity	1
E_LUMO	-8.2	eV
E_HOMO	-17.031	eV
charge	+2
ΔE to the lowest compared entry with this formula, charge and spin	15.78	kcal/mol
orbital gap	8.79	eV

Last column: Löwdin charge in e.
Cartesian coordinates (Å):
Ir1 -0.69 0.20 0.31  1.44
C1 -0.36 2.71 1.67  -0.10
C2 -0.69 1.60 2.70  -0.13
N1 -0.06 0.31 2.26  -0.17
C3 1.43 0.29 2.42  -0.12
C4 2.00 -0.51 1.26  -0.11
N2 1.29 -0.15 -0.02  -0.18
C5 1.87 1.02 -0.77  -0.12
C6 1.44 2.29 -0.07  -0.11
N3 -0.01 2.12 0.32  -0.15
H1 -1.22 3.36 1.55  0.14
H2 0.47 3.33 2.00  0.13
H3 -0.34 1.87 3.69  0.15
H4 -1.76 1.41 2.76  0.13
H5 -0.45 -0.46 2.81  0.16
H6 1.79 1.32 2.45  0.12
H7 1.70 -0.17 3.37  0.15
H8 3.08 -0.38 1.14  0.15
H9 1.81 -1.58 1.42  0.14
H10 1.37 -0.96 -0.63  0.15
H11 2.95 0.92 -0.85  0.15
H12 1.44 0.97 -1.77  0.14
H13 2.02 2.49 0.83  0.12
H14 1.55 3.16 -0.72  0.15
H15 -0.57 2.59 -0.39  0.14
C7 -4.68 -0.09 -0.48  -0.09
S1 -3.03 -0.57 -0.78  0.54
O1 -2.40 -0.96 0.56  -0.45
O2 -2.94 -1.56 -1.79  -0.21
O3 -2.18 0.69 -1.06  -0.45
H16 -5.20 -0.98 -0.14  0.10
H17 -5.09 0.24 -1.44  0.10
H18 -4.71 0.70 0.26  0.09